Entry 1:
Density functional theory data (wB97M-V/def2-TZVPD) for 3 unconnected molecules or ions with the total composition C21H30ClNO4S.

Structure (SMILES) = C[C@@H](Cl)C[C@@H]1OS(=O)(=O)O[C@H]1CCCCN.c1ccccc1.c1ccccc1
Gap between HOMO and LUMO = 0.3474 hartree

ORCA input file:
```
! RIJCOSX wB97M-V def2-TZVPD def2/J DEFGRID3
* xyz 0 1
C -0.110 -1.099 0.697
C -0.849 -1.218 -0.773
Cl -1.450 -3.000 -0.910
C -2.178 -0.265 -0.940
C -1.869 1.263 -1.453
O -2.410 1.389 -2.821
S -1.133 1.547 -3.960
O -1.191 2.922 -4.696
O -1.071 0.400 -5.002
O 0.149 1.333 -2.821
C -0.326 1.818 -1.516
C -0.058 3.435 -1.472
C 1.387 3.886 -0.844
C 2.574 2.760 -0.944
C 3.223 2.590 -2.459
N 4.058 1.292 -2.474
H 0.256 -2.176 1.023
H -0.854 -0.725 1.552
H 0.818 -0.395 0.583
H -0.125 -1.028 -1.675
H -2.836 -0.275 0.046
H -2.864 -0.775 -1.771
H -2.595 1.980 -0.843
H 0.130 1.398 -0.524
H -0.196 3.974 -2.518
H -0.909 3.891 -0.769
H 1.757 4.923 -1.297
H 1.230 4.103 0.319
H 2.286 1.715 -0.479
H 3.471 3.165 -0.268
H 2.426 2.514 -3.313
H 3.891 3.542 -2.680
H 5.076 1.513 -2.321
H 3.763 0.657 -1.692
C -7.054 -2.101 1.846
C -6.729 -1.903 3.187
C -5.440 -2.183 3.642
C -4.473 -2.650 2.752
C -4.797 -2.844 1.409
C -6.088 -2.574 0.957
H -8.059 -1.887 1.493
H -7.480 -1.532 3.880
H -5.189 -2.035 4.689
H -3.467 -2.863 3.105
H -4.043 -3.207 0.715
H -6.342 -2.730 -0.088
C 3.689 -1.241 0.812
C 3.846 -0.407 1.919
C 4.794 -0.713 2.895
C 5.593 -1.849 2.759
C 5.438 -2.681 1.650
C 4.484 -2.380 0.679
H 2.948 -1.004 0.053
H 3.229 0.481 2.021
H 4.911 -0.067 3.760
H 6.335 -2.085 3.517
H 6.062 -3.565 1.544
H 4.360 -3.031 -0.182
*
```

Calculated atomic charges, method Mulliken, unit e: number 1, C, carries -0.676; number 2, C, carries 0.269; number 3, Cl, carries -0.206; number 4, C, carries -0.971; number 5, C, carries 0.421; number 6, O, carries -0.420; number 7, S, carries 1.057; number 8, O, carries -0.557; number 9, O, carries -0.544; number 10, O, carries -0.340; number 11, C, carries 0.376; number 12, C, carries -0.657; number 13, C, carries -0.567; number 14, C, carries 0.105; number 15, C, carries -0.353; number 16, N, carries -0.600; number 17, H, carries 0.410; number 18, H, carries 0.233; number 19, H, carries -0.094; number 20, H, carries 0.223; number 21, H, carries 0.294; number 22, H, carries 0.370; number 23, H, carries 0.281; number 24, H, carries -0.065; number 25, H, carries 0.265; number 26, H, carries 0.240; number 27, H, carries 0.309; number 28, H, carries 0.291; number 29, H, carries -0.390; number 30, H, carries 0.354; number 31, H, carries 0.107; number 32, H, carries 0.343; number 33, H, carries 0.283; number 34, H, carries 0.195; number 35, C, carries -0.303; number 36, C, carries -0.407; number 37, C, carries -0.314; number 38, C, carries -0.462; number 39, C, carries -0.170; number 40, C, carries -0.533; number 41, H, carries 0.357; number 42, H, carries 0.350; number 43, H, carries 0.356; number 44, H, carries 0.382; number 45, H, carries 0.386; number 46, H, carries 0.369; number 47, C, carries 0.116; number 48, C, carries -0.294; number 49, C, carries -0.454; number 50, C, carries -0.391; number 51, C, carries -0.308; number 52, C, carries -0.711; number 53, H, carries 0.307; number 54, H, carries 0.312; number 55, H, carries 0.355; number 56, H, carries 0.360; number 57, H, carries 0.354; number 58, H, carries 0.363

***

Entry 2:
Density functional theory data (wB97M-V/def2-TZVPD) for a molecular structure, C49H56BrN5OPPd.

Gap between HOMO and LUMO = 0.2080 hartree

ORCA input file:
```
! RIJCOSX wB97M-V def2-TZVPD def2/J DEFGRID3
* xyz 1 1
Pd 0.113 0.337 0.431
Br 5.824 12.017 -1.998
C 5.369 10.220 -1.636
C 6.367 9.315 -1.320
C 6.018 8.000 -1.057
C 4.689 7.602 -1.112
C 3.694 8.522 -1.432
C 4.035 9.835 -1.695
N 4.454 6.226 -0.831
N 3.267 5.875 -0.878
C 3.033 4.519 -0.527
C 4.007 3.621 -0.152
C 3.710 2.290 0.166
C 2.406 1.839 0.116
O 2.045 0.589 0.367
C 1.395 2.760 -0.241
N 0.119 2.254 -0.255
C -0.867 3.024 -0.659
C -0.661 4.360 -1.038
C 0.594 4.898 -0.986
C 1.682 4.091 -0.585
H 7.399 9.633 -1.280
H 6.771 7.265 -0.807
H 2.661 8.208 -1.476
H 3.275 10.562 -1.945
H 5.032 3.962 -0.113
H 4.500 1.604 0.439
H -1.858 2.595 -0.686
H -1.512 4.943 -1.360
H 0.777 5.927 -1.260
C -3.814 -1.532 -1.538
C -3.368 -0.094 -1.822
C -1.948 -0.025 -2.389
C -3.626 0.902 -0.695
C -4.562 1.899 -0.957
C -4.797 2.932 -0.069
C -4.114 2.968 1.130
C -3.189 1.986 1.473
C -2.560 2.055 2.851
C -1.496 3.150 2.970
C -3.641 2.290 3.911
C -2.951 0.965 0.539
N -1.880 0.014 0.752
C -2.122 -1.163 1.177
C -1.040 -2.157 1.110
N 0.118 -1.799 0.702
C 0.978 -2.889 0.279
C 0.414 -3.823 -0.620
C 1.139 -4.973 -0.909
C 2.383 -5.198 -0.353
C 2.951 -4.228 0.448
C 2.289 -3.045 0.761
C 3.081 -2.008 1.530
C 4.165 -1.439 0.604
C 3.764 -2.577 2.784
C -0.877 -3.612 -1.402
C -0.570 -3.518 -2.899
C -1.912 -4.703 -1.128
H -3.898 -2.076 -2.480
H -4.787 -1.560 -1.047
H -3.104 -2.089 -0.925
H -4.021 0.258 -2.624
H -1.177 -0.201 -1.639
H -1.753 0.952 -2.835
H -1.821 -0.776 -3.170
H -5.095 1.874 -1.900
H -5.518 3.701 -0.311
H -4.312 3.767 1.833
H -2.075 1.101 3.055
H -1.858 4.099 2.566
H -0.573 2.891 2.454
H -1.252 3.310 4.022
H -4.029 3.309 3.856
H -3.220 2.154 4.906
H -4.481 1.603 3.799
H -3.120 -1.461 1.486
H -1.283 -3.203 1.282
H 0.722 -5.700 -1.593
H 2.920 -6.112 -0.569
H 3.948 -4.382 0.841
H 2.418 -1.191 1.812
H 4.847 -2.234 0.295
H 4.752 -0.691 1.141
H 3.739 -0.977 -0.282
H 4.708 -3.059 2.524
H 3.157 -3.312 3.309
H 4.000 -1.770 3.479
H -1.318 -2.656 -1.124
H -0.158 -4.453 -3.280
H 0.150 -2.725 -3.106
H -1.484 -3.309 -3.459
H -1.536 -5.685 -1.420
H -2.822 -4.518 -1.700
H -2.181 -4.764 -0.071
C 1.939 0.357 4.261
P 0.335 -0.470 3.921
C 0.687 -2.251 4.230
C -0.621 -0.209 5.461
C -0.104 0.335 6.634
C -0.882 0.409 7.782
C -2.178 -0.086 7.781
C -2.699 -0.649 6.625
C -1.928 -0.695 5.475
H 2.577 -0.211 4.941
H 1.752 1.340 4.696
H 2.467 0.508 3.319
H 1.291 -2.400 5.127
H 1.179 -2.715 3.379
H -0.272 -2.752 4.381
H 0.913 0.708 6.661
H -0.469 0.843 8.684
H -2.779 -0.035 8.679
H -3.710 -1.036 6.616
H -2.349 -1.119 4.567
*
```

Results of the Mulliken charge analysis, in e, for atoms 1 through 99: number 1, Pd, carries 0.511; number 2, Br, carries -0.165; number 3, C, carries 0.141; number 4, C, carries -0.505; number 5, C, carries -0.274; number 6, C, carries 0.094; number 7, C, carries 0.002; number 8, C, carries -0.752; number 9, N, carries -0.474; number 10, N, carries 0.202; number 11, C, carries -0.030; number 12, C, carries -0.768; number 13, C, carries -0.850; number 14, C, carries -0.010; number 15, O, carries -0.374; number 16, C, carries -0.435; number 17, N, carries 0.505; number 18, C, carries 0.090; number 19, C, carries -1.663; number 20, C, carries -0.644; number 21, C, carries 1.218; number 22, H, carries 0.409; number 23, H, carries 0.433; number 24, H, carries 0.351; number 25, H, carries 0.407; number 26, H, carries 0.521; number 27, H, carries 0.390; number 28, H, carries 0.332; number 29, H, carries 0.537; number 30, H, carries 0.483; number 31, C, carries -0.939; number 32, C, carries 0.191; number 33, C, carries -1.015; number 34, C, carries 1.399; number 35, C, carries -0.947; number 36, C, carries -1.779; number 37, C, carries -0.429; number 38, C, carries 1.317; number 39, C, carries 2.432; number 40, C, carries -1.455; number 41, C, carries -1.773; number 42, C, carries -2.144; number 43, N, carries 2.448; number 44, C, carries -0.731; number 45, C, carries -0.001; number 46, N, carries 1.170; number 47, C, carries -0.504; number 48, C, carries 0.404; number 49, C, carries -0.224; number 50, C, carries -1.580; number 51, C, carries -1.014; number 52, C, carries 0.197; number 53, C, carries 2.882; number 54, C, carries -1.724; number 55, C, carries -1.730; number 56, C, carries 2.709; number 57, C, carries -1.692; number 58, C, carries -1.630; number 59, H, carries 0.489; number 60, H, carries 0.358; number 61, H, carries -0.033; number 62, H, carries 0.618; number 63, H, carries -0.082; number 64, H, carries 0.415; number 65, H, carries 0.459; number 66, H, carries 0.451; number 67, H, carries 0.424; number 68, H, carries 0.397; number 69, H, carries -1.588; number 70, H, carries 0.336; number 71, H, carries 0.112; number 72, H, carries 0.485; number 73, H, carries 0.389; number 74, H, carries 0.435; number 75, H, carries 0.388; number 76, H, carries 0.418; number 77, H, carries 0.325; number 78, H, carries 0.437; number 79, H, carries 0.392; number 80, H, carries 0.369; number 81, H, carries -1.215; number 82, H, carries 0.465; number 83, H, carries 0.433; number 84, H, carries 0.286; number 85, H, carries 0.518; number 86, H, carries 0.371; number 87, H, carries 0.339; number 88, H, carries -2.078; number 89, H, carries 0.393; number 90, H, carries 0.381; number 91, H, carries 0.367; number 92, H, carries 0.399; number 93, H, carries 0.403; number 94, H, carries 0.311; number 95, C, carries -1.616; number 96, P, carries 1.949; number 97, C, carries -1.372; number 98, C, carries 0.438; number 99, C, carries -0.771